C13H15NO2S2 | the ωB97M-V functional and the def2-TZVPD basis

Values from the calculation:
- Relative energy (zero: lowest compared OMol25 entry of this formula, charge and spin): 408.3 kJ/mol
- Frontier orbital gap: 6.7 eV
- E_HOMO: -6.3120 eV
- Total energy: -40975.533 eV
- Total charge: 0

Last column: Löwdin charge in e.
Positions of all 33 atoms, in Å:
C 1.732 -0.273 1.113  -0.082
C 2.606 -1.522 1.233  -0.084
O 1.736 -2.528 0.704  0.091
C 0.624 -1.982 0.279  -0.454
O -0.178 -2.789 -0.235  0.185
N 0.477 -0.649 0.426  0.103
H 1.623 0.127 2.108  0.125
H 2.331 0.444 0.576  0.114
H 3.545 -1.499 0.625  0.143
H 2.854 -1.781 2.284  0.137
C 2.013 3.273 -0.781  -0.104
C 1.794 2.367 -1.813  -0.080
C 0.698 1.494 -1.765  -0.075
C -0.081 1.488 -0.605  -0.326
C -0.758 0.120 -0.199  -0.721
S -2.292 0.673 0.624  0.897
C -2.777 -1.015 1.067  -0.471
C -3.305 -1.832 -0.118  -0.330
C -2.271 -1.830 -1.194  -0.634
S -1.619 -0.341 -1.782  0.878
C 0.050 2.471 0.386  -0.083
C 1.154 3.331 0.317  -0.081
H 2.895 3.925 -0.806  0.105
H 2.467 2.311 -2.665  0.103
H 0.460 0.838 -2.604  0.078
H -1.819 -1.423 1.476  0.077
H -3.476 -0.886 1.883  0.061
H -3.503 -2.860 0.222  0.113
H -4.238 -1.383 -0.514  0.102
H -1.014 -2.259 -0.576  -0.029
H -2.374 -2.587 -1.992  0.065
H -0.679 2.551 1.195  0.076
H 1.325 4.027 1.131  0.101